Entry 1:
Formula: C6H14N2O2
Source: OMol25
Level of theory: wB97M-V/def2-TZVPD

XYZ file:
```
24
Properties=species:S:1:pos:R:3
O -3.45230 -0.56126 0.57001
O 1.77689 -1.17141 0.27631
N -0.27858 1.00719 -0.17975
N -1.33185 -1.14365 1.09276
C 3.23249 -0.60653 0.78082
C 1.66983 -1.81399 -1.01023
C 3.05538 0.66873 0.78412
C -1.69158 0.72323 -0.46208
C -2.60159 1.95433 -0.43630
C -2.25238 -0.37031 0.46764
H -0.34402 -0.97207 0.99371
H 2.15502 -2.78641 -0.95147
H 0.14514 1.53736 -0.93267
H 3.75431 1.42553 1.10853
H -1.65549 -1.86751 1.71275
H -0.18132 1.57684 0.65530
H 1.61959 -0.05990 0.22080
H -2.58311 2.41447 0.55486
H -3.62951 1.67615 -0.66342
H 3.83644 -1.45724 1.04997
H -2.26514 2.69037 -1.16862
H -1.72978 0.28081 -1.46341
H 2.14099 -1.19442 -1.77660
H 0.61054 -1.95031 -1.22302
```

HOMO, eV: -8.4

Mulliken population analysis, charges in e, atoms 1 to 5: atom 1 (O): -0.66, atom 2 (O): -0.26, atom 3 (N): -0.55, atom 4 (N): -0.28, atom 5 (C): 0.01

=====

Entry 2:
Formula: C16H24ClKO16
Source: OMol25
Level of theory: wB97M-V/def2-TZVPD

XYZ file:
```
58
Properties=species:S:1:pos:R:3
K -2.64912 1.09387 -2.28242
Cl -0.12510 0.50289 -0.73350
O 5.79097 -1.65791 -1.33266
O -0.46375 -4.31228 0.33593
O -1.31314 1.26157 -0.51318
O 3.14916 5.34068 -2.55642
O 0.57170 0.10607 0.52978
O -1.93996 -4.06444 1.95983
O -0.49072 -0.62751 -1.51890
O 2.36316 3.39232 -1.60669
O -2.32193 -3.44826 -0.23981
O -4.64703 0.35793 -1.18583
O -3.14297 -0.30151 0.43151
O 0.86598 1.14292 -1.59002
O 4.52994 -1.51902 0.65620
O 3.13015 5.02726 -0.34859
O -4.08858 1.59637 0.62775
O 3.52340 -1.51924 -1.38746
C 2.46538 -1.37725 -0.48162
C -1.58379 -3.92588 0.77662
C 1.42624 -2.51468 -0.66954
C 3.13268 -1.31284 0.88484
C -4.07416 0.48240 -0.08012
C -1.82538 -3.83057 -1.52978
C -4.07610 1.58014 3.06676
C 1.81674 3.07157 -0.34856
C 2.84589 4.61083 -1.60652
C -3.25429 1.61709 1.70906
C 1.89619 4.60269 1.77579
C -0.44731 -4.45638 -1.09982
C 2.61344 4.00190 0.57711
C -1.67422 -2.55814 -2.33477
C 4.71681 -1.60347 -0.74757
C -2.48445 0.33510 1.51492
H -2.61895 2.50200 1.74620
H 2.88134 -0.35396 1.33814
H 0.95116 -2.62087 -1.64479
H 0.95771 5.08706 1.50610
H -0.80577 -1.91423 -2.19587
H -1.32315 -2.64798 -3.36277
H 0.81594 3.50279 -0.37194
H -2.52862 -0.23948 2.44012
H -2.49604 -1.84875 -2.23749
H 1.74021 2.02597 -0.05025
H -3.43112 1.29499 3.89788
H -4.40782 2.61077 3.19270
H 1.97317 -0.42885 -0.69695
H 2.43240 5.41431 2.26757
H -2.43444 -4.54882 -2.07865
H -5.00109 1.00911 3.14709
H 1.91005 3.77553 2.48552
H -1.44025 0.35942 1.20324
H 2.81936 -2.12845 1.53652
H 0.29048 -3.93552 -1.71012
H 0.58672 -2.37380 0.01124
H -0.42456 -5.52563 -1.31030
H 1.82877 -3.52666 -0.62510
H 3.48866 3.41682 0.85957
```

HOMO, eV: -10.5

Mulliken population analysis, charges in e, atoms 1 to 5: atom 1 (K): 1.02, atom 2 (Cl): 1.22, atom 3 (O): -0.56, atom 4 (O): -0.37, atom 5 (O): -0.85

=====

Entry 3:
Formula: C7H15N2Si
Source: OMol25
Level of theory: wB97M-V/def2-TZVPD

XYZ file:
```
25
Properties=species:S:1:pos:R:3
Si 1.63325 0.05612 -0.04378
N -1.82147 -0.12641 -0.10194
N 1.11114 -1.65004 0.03873
C -3.20914 0.10949 0.16056
C -1.13421 1.15282 -0.24592
C -1.36838 -1.34736 -0.05488
C 3.15087 -0.06453 -1.16260
C -0.07444 -2.05890 -0.05265
C 0.17941 1.01038 -1.02190
C 1.64848 0.48613 1.78959
H 2.91184 -0.89411 -1.89997
H 0.09504 0.37526 -1.83069
H 0.66123 1.89420 -1.19694
H -1.90511 1.88970 -0.56587
H -3.73875 -0.76330 -0.05051
H 2.20082 -0.25117 2.40687
H 4.06231 -0.14050 -0.41764
H -2.24846 -2.17072 0.01699
H -0.36740 -3.19441 -0.08846
H -3.51826 0.90058 -0.33310
H -3.42443 0.28951 1.23391
H 2.16085 1.45272 2.14668
H -1.04482 1.65862 0.68487
H 0.67304 0.54899 2.25043
H 3.36660 0.83691 -1.66178
```

Charge: +1
SMILES string: C[N+]1=CC=N[Si](C)(C)CC1
HOMO, eV: -13.3

Mulliken population analysis, charges in e, atoms 1 to 5: atom 1 (Si): 0.39, atom 2 (N): 0.04, atom 3 (N): -0.39, atom 4 (C): -1.10, atom 5 (C): -0.51

=====

Entry 4:
Formula: C3H7I3N4
Source: OMol25
Level of theory: wB97M-V/def2-TZVPD

XYZ file:
```
17
Properties=species:S:1:pos:R:3
I 0.70107 -2.36373 -1.44830
I 1.46731 -2.31776 2.05099
I 1.86030 -2.48325 4.68898
N -0.34441 -0.58289 -1.49909
N -1.19803 -0.28957 -0.62584
N 0.82263 1.60988 -0.82239
N 0.01371 1.58002 0.07277
C 2.15405 2.09543 -0.65611
C -2.23143 -1.23301 -0.33506
C -1.08213 0.91136 0.06612
H -2.12851 -2.15711 -0.77008
H -2.33826 -1.33098 0.80622
H -1.94187 1.02554 0.80452
H -3.20857 -0.83902 -0.59995
H 2.78121 1.07965 -0.59049
H 2.39674 2.77624 -1.43668
H 2.27622 2.51921 0.29437
```

HOMO (alpha / beta), eV: -7.8 / -7.8

Mulliken population analysis, charges in e, atoms 1 to 5: atom 1 (I): 0.00, atom 2 (I): 0.15, atom 3 (I): -0.19, atom 4 (N): -0.81, atom 5 (N): 0.62

=====

Entry 5:
Formula: C19H25F4HgN6O3Se
Source: OMol25
Level of theory: wB97M-V/def2-TZVPD

XYZ file:
```
59
Properties=species:S:1:pos:R:3
Hg 0.40972 0.93029 -1.18997
Se 1.53713 -1.32858 -1.52382
F 4.95103 0.10382 2.06623
F 2.87429 0.99286 0.73858
F 2.13149 -2.12172 5.09784
F 0.01550 -1.31024 3.82061
O -0.87039 0.98361 -3.24466
O 0.08956 5.36950 -1.75179
O -1.34602 2.43961 -4.89899
N 1.12621 3.58841 1.15483
N 0.35511 3.08097 -1.77524
N -0.44935 -3.58966 -1.78474
N 0.58518 -3.73017 0.09690
N 0.27383 0.47117 1.47933
N -2.06631 0.92537 -0.28152
C 2.32771 -1.32155 4.02288
C -2.60396 -0.37513 -0.64876
C -0.24713 -4.94144 -1.53981
C 1.27245 -3.34740 1.31998
C 2.63844 0.23681 1.81914
C 1.27446 -0.02241 2.19594
C 1.21566 -0.86163 3.35602
C 0.23171 3.11877 -3.24538
C 0.40475 -5.02838 -0.36226
C 3.72041 -0.22931 2.50768
C -2.06034 1.12468 1.16113
C -1.12705 -3.02253 -2.93869
C 0.14906 4.32556 0.36191
C -0.75898 2.10346 -3.85189
C -2.80709 1.98248 -0.95830
C 3.61795 -1.02487 3.64352
C -1.08731 0.23848 1.92328
C 0.07101 -2.80222 -0.78278
C 0.21579 4.26885 -1.16971
H -3.87052 1.98055 -0.65671
H 0.91055 2.59491 1.16831
H -0.56218 -5.71424 -2.22469
H 0.20976 5.38528 0.59787
H 2.03447 3.66726 0.72219
H 2.05793 -4.07128 1.54470
H -1.79837 2.16689 1.35729
H -1.22310 0.49368 2.97864
H -1.94145 -1.17215 -0.31813
H -2.21449 -3.08491 -2.83451
H 1.72759 -2.36988 1.15725
H 1.20443 2.91720 -3.71292
H -0.82390 -3.54944 -3.84487
H -0.08381 4.10151 -3.56493
H -1.39243 -0.81257 1.81350
H -3.07400 0.94978 1.56439
H -0.84934 3.99567 0.66144
H -0.83203 -1.97471 -3.02950
H -3.61066 -0.52605 -0.21495
H -2.73261 1.84095 -2.03755
H -2.66850 -0.42502 -1.73934
H 0.58648 -3.28298 2.16785
H 4.48642 -1.39924 4.16798
H 0.76577 -5.89189 0.17538
H -2.37061 2.95328 -0.71620
```

Charge: -2
HOMO (alpha / beta), eV: -0.5 / -1.6
Multiplicity: 2

Mulliken population analysis, charges in e, atoms 1 to 5: atom 1 (Hg): 1.74, atom 2 (Se): -0.68, atom 3 (F): -0.36, atom 4 (F): -0.50, atom 5 (F): -0.38

=====

Entry 6:
Formula: C33H50N4O11P
Source: OMol25
Level of theory: wB97M-V/def2-TZVPD

XYZ file:
```
99
Properties=species:S:1:pos:R:3
P -2.03010 -1.79849 0.53788
O 6.27311 0.17698 -2.75154
O -0.16656 7.58451 -2.50551
O 10.44434 3.59572 -4.20959
O 1.35160 2.69681 -1.12469
O 4.63086 -0.57625 -2.06317
O -2.02128 5.97977 -1.31504
O 0.39358 0.74372 2.44794
O 6.52640 2.70503 -1.75228
O 10.14673 1.10381 -5.27788
O -2.31246 -2.73412 3.35265
O 3.22986 4.33653 -2.23650
N -2.83307 1.76242 2.18079
N -7.51562 -1.34578 -0.42374
N -0.66390 -2.55561 0.07717
N 3.60612 -0.25553 0.76969
C -1.75707 -0.63871 2.01587
C 0.98479 3.82609 -1.42045
C 7.30738 0.98635 -3.15051
C -8.27220 -0.12878 -0.78728
C -7.38097 -1.57608 1.07122
C -1.40994 -1.56837 3.28347
C -6.93054 -2.18964 -1.47855
C 3.84435 -1.61433 0.12984
C 1.95128 4.77562 -2.04216
C -4.21919 -0.06560 3.21379
C 9.31232 1.44643 -4.45573
C -5.30839 -1.20466 2.79531
C 1.60094 1.13459 1.72189
C 8.49574 3.21656 -2.94674
C -0.38406 4.29641 -1.18257
C -1.78570 -6.63492 2.85207
C -0.74153 0.55110 1.57587
C 7.38075 2.34899 -2.55053
C -0.75120 5.53074 -1.53388
C -2.52210 -5.27828 3.32556
C 4.95092 -1.57753 -1.04895
C -1.53155 -3.97617 3.32735
C -3.13921 0.26489 2.06457
C -7.37424 -1.40917 -2.77420
C -1.52067 1.99820 1.45011
C 9.40082 2.79868 -3.83480
C 2.11994 -0.15272 0.89801
C 4.95534 -3.08383 -1.70007
C 0.20776 6.47121 -2.18067
C -6.11489 -0.62928 1.52316
C -8.21464 -0.10507 -2.36240
C 1.58327 6.00931 -2.39686
C 8.21112 0.56994 -4.04159
H -6.30433 -3.13627 -1.33499
H 1.61982 -0.09881 -0.15289
H 5.96104 -1.30311 -0.57632
H -1.72794 2.15087 0.31522
H -4.73827 -2.18310 2.60747
H 2.38231 1.43127 2.53302
H 4.22788 -3.78087 -1.11055
H -3.72478 -0.32442 4.23827
H -0.87478 -4.07986 4.27214
H 3.97511 0.50198 0.16661
H -1.40845 -1.03101 4.29793
H -5.38815 -0.67269 0.61093
H -2.03545 6.89734 -1.65688
H 4.10893 -0.97022 -2.80004
H -1.07892 -6.51350 1.95425
H -0.35056 -2.01229 3.10999
H -2.97145 -5.49054 4.37058
H 8.54717 4.19628 -2.49048
H -8.66290 0.70352 -3.04413
H 8.16863 -0.41560 -4.48662
H 0.06203 -2.19982 0.74204
H -0.55742 0.32518 0.44913
H -3.43250 -5.09337 2.62458
H 5.99600 -3.58795 -1.59822
H -4.84467 0.89987 3.41331
H 1.75967 -1.08991 1.49153
H -6.02534 -1.33452 3.70179
H 4.58751 -3.10016 -2.78917
H -0.84140 -4.02246 2.40341
H 2.83512 -1.89142 -0.39064
H -1.07017 3.60519 -0.71565
H 4.03138 -2.43338 0.91655
H 1.40057 2.07498 1.07337
H -0.88352 2.90488 1.74749
H -3.45645 0.20925 0.95106
H -2.60413 -7.40311 2.53493
H -7.14447 -2.69667 1.26553
H 10.95347 3.06928 -4.85874
H 2.27401 6.70735 -2.85082
H 5.76444 0.70482 -2.10997
H -2.96690 -2.86599 0.85322
H -1.21972 -7.15512 3.72786
H -3.53496 2.13987 1.50383
H -6.53389 0.43265 1.66730
H -8.73960 0.61236 -0.04123
H -2.49333 -1.06307 -0.62286
H -2.84725 2.18860 3.12276
H 3.24491 3.41764 -1.90125
H -8.34415 -1.33152 1.64639
H -7.10248 -1.70388 -3.84733
```

Charge: +1
HOMO, eV: -10.1

Mulliken population analysis, charges in e, atoms 1 to 5: atom 1 (P): 0.52, atom 2 (O): -0.24, atom 3 (O): -0.58, atom 4 (O): -0.57, atom 5 (O): -0.49

=====

Entry 7:
Formula: C5H6O
Source: OMol25
Level of theory: wB97M-V/def2-TZVPD

XYZ file:
```
12
Properties=species:S:1:pos:R:3
O -1.13658 -2.00285 0.12698
C 0.72082 -0.30689 -2.13713
C 0.16861 0.87717 -0.08227
C -0.05616 -0.25700 -1.09089
C 0.75036 0.37577 1.23704
C -1.15474 -1.24847 -0.81118
H 0.14505 -0.43077 1.66042
H -0.79840 1.36952 0.08080
H 1.76490 -0.00375 1.08853
H 0.82603 1.62428 -0.54004
H 0.79093 1.19529 1.96225
H -2.02079 -1.19228 -1.49452
```

HOMO, eV: -10.5

Mulliken population analysis, charges in e, atoms 1 to 5: atom 1 (O): -0.42, atom 2 (C): -0.21, atom 3 (C): -0.53, atom 4 (C): 0.36, atom 5 (C): -1.00

=====

Entry 8:
Formula: C5H5NO
Source: OMol25
Level of theory: wB97M-V/def2-TZVPD

XYZ file:
```
12
Properties=species:S:1:pos:R:3
O -1.90367 1.49732 -0.38016
N -0.53890 -1.62932 -0.19162
C 0.61608 -1.06416 -0.03113
C 1.63220 1.08812 -0.19654
C -1.78837 0.39585 -0.08625
C -1.75721 -0.90672 -0.01347
C 0.89962 0.25316 0.50374
H 1.45961 -1.61843 -0.00329
H 1.74988 2.10907 -0.12513
H 1.99258 0.70410 -1.20335
H -2.55179 -1.47818 0.39992
H 0.18997 0.64918 1.32729
```

SMILES string: C=C/C=N\C=C=O
HOMO, eV: -8.6

Mulliken population analysis, charges in e, atoms 1 to 5: atom 1 (O): -0.34, atom 2 (N): -0.55, atom 3 (C): -0.07, atom 4 (C): -0.62, atom 5 (C): 0.66

=====

no.,calculated total energy (Eh)
1,-496.86601
2,-2887.68614
3,-674.42068
4,-1230.42858
5,-4247.57892
6,-2674.74512
7,-269.20248
8,-323.40203